Entry 1:
{"formula": "C21H42O8S", "method": "ωB97M-V/def2-TZVPD", "species": ["C", "C", "O", "C", "C", "C", "C", "C", "C", "C", "O", "S", "O", "O", "O", "H", "H", "H", "H", "H", "H", "H", "H", "H", "H", "H", "H", "H", "H", "H", "H", "H", "H", "C", "C", "C", "O", "C", "H", "H", "H", "H", "H", "H", "H", "H", "C", "C", "C", "O", "C", "H", "H", "H", "H", "H", "H", "H", "H", "C", "C", "C", "O", "C", "H", "H", "H", "H", "H", "H", "H", "H"], "xyz": [[-0.30826, 1.94290, 3.13366], [-0.37787, 0.76234, 2.14934], [0.25397, 1.03639, 0.91155], [-0.66026, 1.20721, -0.14403], [0.02587, 1.74428, -1.38577], [0.99519, 2.92962, -1.18746], [0.73116, 3.83473, 0.02797], [0.48915, 5.32759, -0.31665], [-0.89027, 5.80442, 0.08431], [-2.05164, 5.18076, -0.61978], [-3.16897, 5.78341, 0.09860], [-2.82109, 5.49205, 1.63649], [-3.26229, 6.56045, 2.45595], [-3.24047, 4.17489, 1.96357], [-1.22828, 5.56653, 1.48329], [0.25164, 2.77641, 2.71683], [-1.30609, 2.28965, 3.39559], [0.19109, 1.65556, 4.05745], [-1.42681, 0.49936, 2.00462], [0.07824, -0.10751, 2.61708], [-1.16162, 0.26945, -0.40434], [-1.45788, 1.89992, 0.16166], [0.59237, 0.92180, -1.82676], [-0.74560, 2.00304, -2.11105], [0.93230, 3.55102, -2.08270], [2.01407, 2.55329, -1.15503], [1.60865, 3.80573, 0.67000], [-0.09738, 3.50052, 0.64171], [0.62792, 5.53759, -1.37605], [1.20289, 5.94850, 0.22401], [-0.89540, 6.89542, 0.01689], [-2.11684, 5.31010, -1.69135], [-2.08746, 4.12264, -0.34531], [-0.89382, -4.92796, 2.64466], [0.22413, -4.70671, 3.65747], [0.47571, -3.21406, 3.51509], [-0.77816, -2.62378, 3.15756], [-1.70627, -3.64828, 2.79679], [-1.48281, -5.82574, 2.82762], [-0.47364, -4.99270, 1.63845], [-0.13276, -4.93543, 4.66552], [1.11182, -5.30165, 3.46234], [1.19634, -3.01153, 2.71531], [0.83829, -2.75267, 4.43529], [-2.45071, -3.74294, 3.59524], [-2.21948, -3.35672, 1.87940], [-2.16274, 0.33233, -6.46084], [-2.16649, 1.85609, -6.55476], [-2.62082, 2.24848, -5.15528], [-2.13981, 1.23078, -4.27461], [-1.67406, 0.11344, -5.03547], [-1.52949, -0.15231, -7.20197], [-3.17820, -0.05263, -6.57549], [-1.15420, 2.22197, -6.74014], [-2.81753, 2.24793, -7.33437], [-3.71329, 2.28169, -5.08660], [-2.22536, 3.21402, -4.83555], [-0.57967, 0.09216, -4.98991], [-2.05600, -0.80513, -4.58965], [4.64305, -5.95633, 0.52675], [5.04369, -5.52770, 1.93637], [3.83815, -4.69998, 2.36066], [2.70657, -5.26566, 1.69340], [3.14609, -6.18293, 0.68834], [5.16676, -6.84184, 0.17054], [4.82810, -5.14345, -0.17865], [5.14556, -6.40451, 2.57955], [5.97518, -4.96584, 1.97764], [3.94175, -3.65580, 2.04705], [3.66480, -4.72080, 3.43783], [2.93381, -7.20205, 1.02924], [2.58551, -6.00180, -0.22914]], "atomic_forces_ev_per_a": [[-0.05, -0.08, 0.01], [-0.16, 0.11, 0.72], [0.14, -0.21, -0.15], [-0.29, 0.45, -0.18], [0.38, -0.20, 0.04], [-0.48, 0.01, 0.04], [0.43, 0.63, -0.28], [-0.08, -0.64, 0.99], [0.60, 0.91, -0.26], [-0.34, -0.37, 0.60], [0.12, -0.06, 0.06], [-0.31, 0.33, 0.37], [0.01, 0.24, -0.29], [0.38, -0.31, -0.13], [-0.12, -0.45, -0.01], [0.00, 0.03, -0.10], [0.00, 0.16, -0.02], [0.02, -0.04, 0.04], [-0.02, -0.09, -0.23], [0.19, -0.14, -0.27], [0.01, -0.13, 0.10], [-0.02, 0.02, 0.11], [0.00, 0.00, -0.12], [-0.14, -0.07, 0.00], [0.12, -0.06, -0.13], [0.06, -0.02, 0.12], [-0.06, -0.16, 0.17], [-0.03, -0.22, -0.01], [-0.10, 0.04, -0.11], [0.07, 0.06, -0.07], [-0.28, 0.00, -0.45], [-0.24, 0.36, -0.03], [0.17, -0.17, -0.53], [0.05, 0.02, -0.11], [-0.08, -0.06, 0.22], [0.06, 0.03, -0.12], [0.00, -0.02, 0.02], [-0.02, -0.01, 0.08], [-0.01, 0.01, 0.03], [0.01, 0.00, 0.01], [-0.02, 0.03, -0.01], [0.01, 0.00, -0.08], [0.03, -0.05, 0.02], [-0.05, 0.04, 0.00], [-0.02, -0.04, -0.03], [0.01, 0.05, 0.00], [-0.10, 0.00, 0.01], [0.10, 0.01, 0.00], [-0.09, -0.06, 0.01], [0.00, 0.04, -0.03], [0.10, 0.03, 0.01], [0.02, 0.01, 0.00], [0.00, -0.01, 0.00], [0.00, 0.01, 0.00], [-0.02, -0.01, 0.00], [0.00, 0.04, -0.03], [0.01, -0.01, 0.04], [0.00, -0.04, -0.03], [-0.01, 0.02, 0.05], [0.01, 0.09, -0.03], [-0.02, -0.10, 0.03], [-0.01, 0.09, -0.07], [0.08, -0.02, -0.05], [0.00, -0.07, 0.06], [0.00, -0.02, 0.02], [-0.01, -0.01, -0.01], [0.00, 0.01, 0.01], [0.00, 0.02, -0.02], [0.04, 0.00, 0.03], [-0.05, 0.00, 0.00], [0.02, -0.02, -0.04], [-0.04, 0.03, 0.02]], "mulliken_charge": [-0.999, 0.073, -0.428, -0.524, -0.450, -0.932, 0.444, -1.188, 0.095, -0.230, -0.386, 1.106, -0.592, -0.515, -0.331, 0.188, 0.236, 0.382, 0.344, 0.025, 0.465, 0.186, 0.442, 0.123, 0.361, 0.336, 0.446, -0.407, 0.423, 0.354, 0.443, 0.330, 0.149, -0.539, -0.400, -0.334, -0.369, -0.509, 0.364, 0.235, 0.341, 0.152, 0.214, 0.321, 0.265, 0.265, -0.537, -0.602, -0.307, -0.318, -0.456, 0.327, 0.259, 0.277, 0.351, 0.268, 0.199, 0.257, 0.304, -0.563, -0.618, -0.403, -0.268, -0.499, 0.332, 0.266, 0.282, 0.340, 0.292, 0.279, 0.297, 0.266], "e_homo_ev": -9.20, "fmax_ha_per_bohr": 0.0230, "e_above_lowest_kj_mol": 18.91, "charge": 0}

Entry 2:
{"formula": "C13H31N4O6", "method": "ωB97M-V/def2-TZVPD", "species": ["N", "C", "N", "C", "C", "C", "C", "O", "N", "O", "N", "H", "H", "H", "H", "H", "H", "H", "H", "H", "H", "H", "C", "O", "C", "C", "O", "C", "H", "H", "H", "H", "H", "H", "H", "H", "H", "H", "C", "O", "C", "C", "O", "C", "H", "H", "H", "H", "H", "H", "H", "H", "H", "H"], "xyz": [[6.44322, -3.05488, 2.90253], [5.54647, -2.12144, 2.50341], [4.25970, -2.11053, 2.86832], [3.71945, -1.02348, 2.30790], [2.28812, -0.68611, 2.47494], [1.42078, -1.92368, 2.21457], [-0.01699, -1.56782, 1.96110], [-0.75714, -2.74455, 1.59963], [4.64182, -0.37711, 1.59972], [4.47348, 0.77225, 0.89955], [5.81342, -1.05212, 1.73359], [6.94103, -3.65706, 2.27749], [6.54094, -3.20729, 3.88745], [1.97840, 0.16367, 1.87869], [2.18078, -0.39619, 3.51618], [1.80595, -2.41380, 1.32136], [1.51187, -2.63452, 3.02587], [-0.13370, -0.86222, 1.14355], [-0.51248, -1.16156, 2.83715], [-0.14451, -3.47021, 1.49868], [4.80218, 0.61151, 0.00206], [6.70429, -0.79216, 1.33939], [-3.25334, 3.46337, 1.38771], [-2.13990, 4.29915, 1.11071], [-0.99862, 4.00649, 1.89355], [-0.00428, 3.14284, 1.14581], [-0.52403, 1.85562, 0.84591], [-1.03597, 1.74371, -0.47683], [-3.94377, 3.54696, 0.55067], [-2.96247, 2.41731, 1.49969], [-3.76080, 3.79804, 2.29807], [-1.28742, 3.53021, 2.83581], [-0.51805, 4.96046, 2.13049], [0.87540, 2.99634, 1.78350], [0.32589, 3.64568, 0.23188], [-0.21372, 1.59312, -1.18653], [-1.60938, 2.62336, -0.77053], [-1.69141, 0.87699, -0.50942], [-2.94923, -1.53399, -1.94216], [-2.72521, -0.24049, -2.48393], [-1.71049, -0.21968, -3.47604], [-2.27462, -0.26316, -4.88072], [-2.94999, -1.47774, -5.14939], [-4.35979, -1.38756, -5.01037], [-3.92150, -1.52313, -1.45269], [-2.95292, -2.30417, -2.71459], [-2.18270, -1.77316, -1.19500], [-1.00785, -1.04534, -3.32222], [-1.16208, 0.72024, -3.35347], [-1.44317, -0.19423, -5.58933], [-2.93288, 0.59315, -5.05492], [-4.79979, -0.92355, -5.89855], [-4.64672, -0.81688, -4.12539], [-4.74627, -2.40069, -4.91482]], "atomic_forces_ev_per_a": [[0.32, 0.57, -0.14], [-0.97, -0.49, 0.47], [0.69, 0.32, -0.07], [-0.24, -0.31, 0.23], [0.02, 0.04, 0.21], [0.35, 0.33, -0.40], [-0.87, -0.80, -0.28], [-0.01, 0.43, 0.16], [-0.52, -0.11, -0.13], [0.58, 0.00, 0.30], [0.50, -0.28, -0.11], [0.16, 0.09, -0.22], [-0.22, -0.33, 0.17], [0.05, 0.12, -0.29], [-0.06, 0.18, 0.24], [0.01, -0.16, -0.21], [0.02, -0.10, 0.25], [0.21, 0.33, -0.04], [0.09, 0.25, 0.22], [0.09, -0.33, -0.08], [-0.24, -0.07, -0.25], [-0.05, 0.41, -0.10], [-0.06, 0.11, 0.03], [0.06, -0.19, -0.04], [-0.09, 0.24, -0.13], [0.07, -0.19, 0.15], [0.05, 0.07, -0.01], [0.04, -0.14, 0.06], [0.00, 0.05, 0.00], [0.03, -0.01, 0.00], [0.00, -0.06, 0.01], [0.01, -0.05, 0.00], [0.03, -0.02, 0.05], [0.01, 0.04, 0.00], [-0.05, 0.03, -0.03], [-0.03, 0.05, -0.04], [0.01, 0.03, 0.03], [0.01, -0.02, -0.02], [0.00, 0.06, 0.11], [0.01, -0.18, -0.13], [-0.10, 0.24, 0.11], [0.10, -0.18, -0.18], [-0.05, 0.03, 0.19], [0.01, -0.03, -0.10], [0.01, 0.04, 0.03], [0.01, 0.01, -0.03], [-0.01, -0.06, -0.02], [-0.01, -0.04, -0.03], [0.03, -0.01, -0.03], [0.00, 0.04, 0.01], [-0.03, 0.02, 0.06], [-0.04, 0.03, 0.03], [0.02, 0.02, 0.01], [0.02, -0.01, -0.05]], "nbo_charge": [-0.838, 0.576, -0.446, 0.451, -0.460, -0.417, -0.064, -0.706, 0.114, -0.449, -0.361, 0.429, 0.433, 0.257, 0.262, 0.198, 0.231, 0.184, 0.184, 0.462, 0.498, 0.458, -0.257, -0.547, -0.088, -0.085, -0.571, -0.265, 0.197, 0.176, 0.174, 0.173, 0.189, 0.168, 0.177, 0.157, 0.194, 0.210, -0.261, -0.559, -0.087, -0.088, -0.550, -0.257, 0.196, 0.187, 0.168, 0.170, 0.178, 0.185, 0.177, 0.174, 0.179, 0.193], "e_homo_ev": -10.80, "fmax_ha_per_bohr": 0.0235, "charge": 1}

Entry 3:
{"formula": "C4H10O2S", "method": "ωB97M-V/def2-TZVPD", "species": ["O", "C", "C", "C", "C", "S", "H", "H", "H", "H", "H", "H", "H", "H", "H", "H", "O"], "xyz": [[-2.18107, -1.27268, -1.79727], [-1.72371, -1.34992, -0.59134], [-1.08464, -0.09954, 0.07832], [0.27600, -0.55030, 0.65716], [1.11586, 0.36223, 1.54036], [1.25674, 2.05419, 0.90499], [-1.78871, -2.21628, 0.08216], [-1.76847, 0.11872, 0.89565], [-0.99242, 0.78983, -0.54075], [0.10762, -1.46953, 1.23091], [0.82212, -0.91529, -0.22108], [2.09769, -0.10809, 1.57827], [0.68897, 0.38207, 2.54442], [2.26439, 2.31798, 1.73767], [-0.49121, 0.58134, -2.59326], [1.07528, 0.44919, -2.60313], [0.32557, 0.92608, -2.90308]], "atomic_forces_ev_per_a": [[-0.18, -0.22, -0.13], [0.80, 1.45, -0.50], [-0.11, -1.66, 0.97], [-0.43, -0.22, -0.64], [-0.35, -0.60, -0.11], [0.13, -0.12, -0.01], [-0.25, -0.15, -0.12], [-0.01, 0.67, 0.53], [-0.08, -0.14, -0.31], [-0.11, 0.11, 0.04], [0.35, 0.28, 0.11], [0.18, 0.29, 0.21], [0.05, 0.14, 0.00], [0.15, 0.38, 0.02], [-0.99, -1.27, 0.72], [0.38, -0.95, 0.72], [0.45, 2.01, -1.48]], "nbo_charge": [-0.807, -0.013, -0.492, -0.431, -0.513, -0.046, 0.063, 0.174, 0.192, 0.199, 0.188, 0.200, 0.193, 0.095, 0.503, 0.467, -0.974], "e_homo_ev": [0.23, -3.24], "fmax_ha_per_bohr": 0.0494, "e_above_lowest_kj_mol": 18.52, "charge": -1, "multiplicity": 2}

Entry 4:
{"formula": "C4H13NO3", "method": "ωB97M-V/def2-TZVPD", "species": ["C", "C", "C", "C", "O", "N", "H", "H", "H", "H", "H", "H", "H", "H", "H", "H", "H", "O", "H", "H", "O"], "xyz": [[-1.45888, -1.03729, -2.20762], [-1.61497, -0.67584, -0.70379], [2.12005, -1.16082, 2.24122], [1.57807, 0.14355, 2.41996], [1.89770, 1.13406, 1.75552], [-1.91813, 0.67946, -0.50328], [-2.36751, -0.72351, -2.72835], [-1.37184, -2.10236, -2.40430], [-0.63482, -0.49814, -2.67595], [-0.63102, -0.91421, -0.27800], [2.92438, -1.34005, 1.53650], [1.85769, -1.94590, 2.93576], [0.87055, 0.18672, 3.26114], [-2.57586, 0.72667, 0.28776], [-2.36921, -1.37740, -0.32657], [0.91979, 1.51101, -1.51321], [1.09212, 0.19127, -0.77086], [1.35027, 0.64643, -1.57750], [-0.64174, 1.98043, 0.14760], [0.77487, 2.09919, 0.92213], [0.19850, 2.47672, 0.18186]], "atomic_forces_ev_per_a": [[0.34, 1.02, -1.60], [-2.63, 0.38, -1.08], [0.57, 0.16, -0.07], [0.21, -0.42, 0.41], [-0.25, -0.49, 0.04], [1.27, -2.10, 0.03], [-0.04, 0.08, 0.29], [0.26, -0.16, 0.73], [0.12, -0.14, 0.14], [0.69, 0.24, 0.24], [-0.13, 0.05, -0.09], [-0.13, -0.04, -0.06], [-0.21, 0.49, -0.09], [-0.37, 0.23, 0.10], [0.27, 0.28, 1.04], [0.30, 0.04, 0.24], [0.46, 0.27, 0.14], [-0.40, -0.40, -0.45], [0.34, 0.67, 0.26], [-0.71, 0.55, -0.88], [0.05, -0.74, 0.67]], "nbo_charge": [-0.588, -0.389, -0.242, 0.251, -0.520, 0.030, 0.249, 0.268, 0.280, 0.398, 0.212, 0.202, 0.137, 0.371, 0.260, 0.496, 0.432, -0.922, 0.436, 0.512, -0.874], "e_homo_ev": [-13.80, -14.11], "fmax_ha_per_bohr": 0.0558, "e_above_lowest_kj_mol": 635.05, "charge": 1, "multiplicity": 2}